Computed, not measured: a gas-phase ion, C6H8BrFN (charge +1) at a distorted geometry, with the ωB97M-V functional and the def2-TZVPD basis.

Last column: Mulliken spin population.
Cartesian coordinates (Å):
C 0.975 -1.307 0.750  0.180
C 0.097 -2.029 -0.149  0.084
C 1.131 0.006 0.952  0.277
C -0.967 -1.514 -0.794  0.246
C 0.127 1.002 0.487  0.472
C -1.448 -0.111 -0.590  0.182
N 0.527 2.028 -0.420  0.055
F -1.599 0.699 -1.601  0.014
Br -2.835 -0.149 0.778  0.343
H 1.753 -1.953 1.247  0.006
H 0.442 -2.979 -0.223  0.036
H 1.945 0.417 1.441  0.057
H -1.540 -2.033 -1.481  0.028
H -0.440 1.332 1.433  0.042
H 1.557 2.099 -0.192  -0.020
H -0.037 2.881 -0.258  -0.008
H 0.311 1.612 -1.379  0.004

Results
- <S²>: 2.015
- 2S+1: 3
- Charge: +1
- Electronic energy: -80586.760 eV
- Highest occupied orbital energy (alpha / beta): -0.3347 / -0.4583 hartree
- Frontier orbital gap (alpha / beta): 4.43 / 4.31 eV